*w*
A cluster of 2 separate species, C7H14F3N in total, computed with wB97M-V/def2-TZVPD.

The value obtained for the HOMO-LUMO gap is 8.3377 eV. The HOMO energy comes out at -7.53 eV.

Positions of all 25 atoms, in Å:
C1 -1.2200 -1.2001 -1.0899
C2 -1.0606 2.3993 -0.3745
C3 1.0980 1.9184 0.7067
C4 -0.0761 -1.9003 1.7098
C5 0.1841 -0.7517 -0.6570
C6 -0.2981 1.2735 0.2441
C7 0.7329 -1.6256 0.4547
N1 1.0539 -0.5261 -1.7011
F1 -1.0495 0.7899 1.2889
F2 2.0253 -1.2899 0.7035
F3 0.9421 -2.8539 -0.1801
H1 -1.1574 -2.2527 -1.3811
H2 -1.5328 -0.7358 -2.0255
H3 -1.8720 -1.0346 -0.2167
H4 -0.7604 3.4321 -0.0511
H5 -0.9634 2.4034 -1.5206
H6 -2.0224 2.2193 -0.2354
H7 0.9315 2.3002 1.6893
H8 1.8821 1.1504 0.9023
H9 1.4591 2.6957 -0.0314
H10 -1.0674 -1.7577 1.3770
H11 0.0046 -1.1945 2.5852
H12 -0.0223 -3.0044 1.9725
H13 0.6866 -0.2310 -2.5417
H14 2.1024 -0.2238 -1.6280

*x*
A cluster of 2 separate species, C7H14F3N in total, computed with wB97M-V/def2-TZVPD.

The value obtained for the HOMO-LUMO gap (alpha / beta) is 8.5027 / 6.0251 eV. The HOMO energy (alpha / beta) comes out at -7.94 / -6.49 eV.

Positions of all 25 atoms, in Å:
C1 0.8859 -0.0795 -1.8453
C2 0.8590 2.2863 -1.0992
C3 -1.1048 -2.5462 -0.3746
C4 0.4605 0.8773 -0.8263
C5 0.9429 0.4762 0.5320
C6 -0.8580 -1.8484 0.9993
C7 0.4784 1.0985 1.6633
N1 -1.9140 -1.1934 1.4717
F1 -0.8178 1.5082 1.6574
F2 0.4874 0.2873 2.8599
F3 1.1836 2.1679 2.1274
H1 0.1815 0.0351 -2.7196
H2 0.8536 -1.0685 -1.5593
H3 1.8011 0.3459 -2.2630
H4 2.0343 2.4290 -1.0414
H5 0.5381 2.6923 -2.0579
H6 0.3980 2.8011 -0.3249
H7 -1.9036 -3.2350 -0.2839
H8 -0.0853 -2.9982 -0.5938
H9 -1.4315 -1.8226 -1.1301
H10 -0.6155 0.9328 -0.5795
H11 1.9429 0.0418 0.7090
H12 -0.0105 -1.9916 1.6956
H13 -2.4963 -0.6417 0.7309
H14 -1.8099 -0.5547 2.2521

*w* is preferred energetically. Next in line: 0.716 eV higher.

*w*
The molecule C2H6S2, computed with wB97M-V/def2-TZVPD.

The value obtained for the HOMO-LUMO gap is 8.4559 eV. The HOMO energy comes out at -7.73 eV.

Positions of all 10 atoms, in Å:
C1 0.3519 -1.8278 -0.3120
S1 -0.0373 -0.6583 1.0786
S2 -0.2230 1.2023 0.1128
C2 0.1276 0.9510 -1.6438
H1 1.3752 -1.5977 -0.5760
H2 -0.3847 -1.7123 -1.0971
H3 0.2702 -2.8009 0.1582
H4 0.0048 1.9391 -2.0776
H5 -0.6924 0.3259 -1.9467
H6 1.1108 0.4891 -1.8068

*x*
A cluster of 2 separate species, C2H6S2 in total, computed with wB97M-V/def2-TZVPD.

The value obtained for the HOMO-LUMO gap is 8.8591 eV. The HOMO energy comes out at -8.51 eV.

Positions of all 10 atoms, in Å:
C1 0.3390 0.5372 -1.5874
C2 1.3439 1.2909 -1.0984
H1 -0.0503 -0.3118 -1.0461
H2 -0.0328 0.7541 -2.5823
H3 1.3847 1.4344 -0.0270
H4 2.1161 1.7556 -1.6899
S1 -1.5389 -1.9907 2.9427
S2 -0.5992 -0.3304 2.2242
H5 -2.2450 -2.5528 1.9615
H6 -0.7175 -0.5863 0.9027

*w* is preferred energetically. Next in line: 1.579 eV higher.